(1)
Formula: C18H23ClN4O2Se2Ti
Source: the Open Molecules 2025 dataset
Level of theory: ωB97M-V with the def2-TZVPD basis set

Calculated values
- ΔE to the lowest compared entry with this formula, charge and spin: 14.0 kcal/mol
- HOMO (alpha / beta): -5.613 / -5.570 eV
- Calculated total energy: -195426.1661 eV
- Frontier orbital gap (alpha / beta): 5.5 / 5.5 eV

Geometry as XYZ:
```
51
Properties=species:S:1:pos:R:3:forces:R:3
Se -1.2717 1.3312 -1.5473 0.142 0.036 0.058
Se -1.7123 -0.4246 -4.5606 0.030 0.056 0.031
Ti 0.1036 -0.8349 -0.2382 -0.253 -0.332 -0.304
Cl 1.2546 -1.6050 -2.4354 0.048 0.108 -0.069
O -2.7833 -3.0811 -1.9900 0.032 -0.005 0.064
O -1.6343 -1.4996 -0.8743 -0.125 0.159 -0.048
N -1.1959 -3.6691 -0.4777 0.002 0.109 0.115
N 1.2536 0.7957 0.4522 0.065 -0.044 -0.028
N 0.0152 -3.1800 0.0478 0.083 0.073 0.044
N -0.3817 -0.8061 1.6978 0.172 0.122 -0.135
C -0.2719 -1.1563 4.5050 0.117 0.086 -0.039
C -1.9343 -2.7205 -1.2036 -0.157 -0.083 -0.092
C 0.5511 -0.1468 2.4815 -0.007 -0.033 0.144
C 2.5116 1.2362 3.9259 0.014 -0.025 0.188
C 3.1787 2.3429 1.7899 -0.063 -0.081 0.047
C 0.6470 -0.3330 3.8834 -0.279 -0.132 0.009
C 1.4079 0.7199 1.8110 0.079 0.032 0.043
C 2.0245 1.6863 -0.2106 -0.012 -0.062 0.088
C -0.9867 2.9853 -0.5633 0.002 0.017 -0.066
C -0.4682 1.8785 -3.2591 0.014 -0.034 -0.020
C -1.3439 1.4961 -4.4414 -0.039 -0.029 0.087
C -1.2753 -1.7541 3.7174 0.011 0.030 -0.107
C -3.4953 -0.4210 -3.7858 0.022 -0.034 0.024
C 2.9660 2.4701 0.4073 -0.016 -0.006 -0.003
C 1.6874 0.3872 4.5722 0.136 0.100 0.080
C -1.3084 -1.5652 2.3635 -0.011 -0.032 0.059
C 2.0892 -1.4964 -0.8027 -0.036 0.094 0.015
C 2.4002 1.4577 2.5084 0.010 0.162 -0.180
H -2.0676 -2.0195 1.7400 -0.010 -0.012 0.012
H -0.2356 -1.3228 5.5735 0.025 0.023 0.001
H -3.8135 -1.4598 -3.7730 -0.013 -0.001 0.003
H -4.1602 0.1808 -4.4003 -0.018 -0.003 -0.010
H -2.0357 -2.3714 4.1757 -0.013 -0.006 -0.013
H 0.8075 -3.5666 -0.4491 0.021 -0.042 -0.034
H 3.5582 3.1548 -0.1836 -0.003 -0.001 -0.009
H 3.9439 2.9267 2.2858 -0.005 -0.006 0.015
H -1.1815 -4.5968 -0.8693 -0.006 -0.039 -0.054
H 0.5077 1.4030 -3.3437 0.014 -0.035 0.033
H 1.7792 0.2353 5.6412 0.026 0.030 -0.005
H 2.4990 -2.4842 -0.5997 0.054 -0.018 0.003
H 0.0679 3.2423 -0.5033 -0.017 -0.017 -0.013
H -1.5486 3.7888 -1.0341 -0.002 -0.016 -0.008
H -1.3704 2.8139 0.4400 0.005 -0.021 0.008
H 1.8832 1.7216 -1.2851 0.012 0.003 -0.009
H 0.0895 -3.4184 1.0320 -0.015 -0.051 0.027
H 3.2789 1.7799 4.4650 -0.024 -0.019 0.020
H -0.3221 2.9596 -3.2159 -0.030 0.013 0.057
H -3.4610 -0.0591 -2.7625 -0.020 -0.024 -0.033
H -0.8489 1.7851 -5.3686 0.016 -0.014 -0.008
H -2.3061 2.0058 -4.4037 -0.003 0.005 0.009
H 2.9085 -0.7927 -0.9345 0.026 0.001 0.003
```
Forces are in eV/Å.



(2)
Formula: C18H23EuN5O3S2
Source: the Open Molecules 2025 dataset
Level of theory: ωB97M-V with the def2-TZVPD basis set

Calculated values
- ΔE to the lowest compared entry with this formula, charge and spin: 0.0 kcal/mol
- Charge: +2
- Spin multiplicity: 8
- HOMO (alpha / beta): -12.875 / -12.876 eV
- Expectation value of S²: 15.759
- Calculated total energy: -73618.1461 eV
- Frontier orbital gap (alpha / beta): 6.5 / 6.5 eV

Geometry as XYZ:
```
52
Properties=species:S:1:pos:R:3:forces:R:3
Eu 0.8077 -0.6378 -0.4933 -0.006 0.366 0.762
S -0.1611 4.3723 0.7331 0.860 -1.147 -0.119
S 4.2029 0.2838 3.1486 -1.004 -0.412 -0.928
O -0.9122 -0.1204 -1.9787 -0.047 0.029 -1.336
O 1.7708 -0.8209 -2.6538 -0.162 0.700 -2.233
O -2.1607 0.1356 -3.7670 1.840 -0.793 -0.728
N 3.3344 -1.9555 1.8157 0.370 0.085 0.332
N 0.0250 -0.4700 -4.1071 0.423 0.491 0.654
N 0.4797 1.8778 0.2068 -0.647 0.353 -0.249
N 2.3740 0.1199 1.2727 0.832 -0.043 0.895
N -1.4883 2.7579 -0.9001 -0.194 -0.198 -0.331
C 4.7223 -1.5495 -5.2141 0.835 -0.454 0.947
C 3.3213 1.7012 2.7139 -1.323 0.235 -1.431
C 2.3007 -2.9879 -5.5330 0.353 0.691 4.477
C 1.4590 2.3545 1.1140 -2.223 3.010 -0.532
C 5.6734 -2.6479 -7.1978 0.474 0.225 -1.527
C -0.4180 2.8317 -0.0788 0.784 -0.200 0.560
C 2.4057 1.4631 1.6985 1.960 -1.310 1.435
C 3.5676 -4.4905 -7.3496 -0.712 -0.145 -0.127
C -0.9961 -0.1590 -3.2146 -0.045 0.486 2.098
C -0.5686 -0.5593 -5.4065 0.107 -0.656 -1.050
C 3.2269 -0.6161 1.9709 0.006 0.834 0.215
C 4.4659 -2.4258 -6.3638 2.372 -1.620 0.550
C 3.6015 -0.6245 -4.9808 -0.316 1.667 0.524
C -1.9681 -0.0575 -5.2019 -1.635 0.619 -0.659
C 2.2000 -1.3379 -5.0197 -0.765 2.934 -2.767
C 1.4016 -0.7626 -3.8565 -1.187 -3.328 1.804
C 3.4688 -3.3124 -6.3667 0.440 1.003 -1.600
C 1.2677 3.6907 1.4372 0.658 -1.560 0.092
H 2.6798 -5.1172 -7.3075 -0.184 -0.069 0.119
H -0.0339 0.0268 -6.1328 0.125 0.301 -0.280
H 3.6579 0.1483 -5.8058 -0.377 -0.868 0.836
H -2.7244 -0.7814 -5.5323 0.200 0.404 0.062
H 5.3251 -2.7126 -8.2264 0.223 -0.022 -0.372
H 4.4189 -5.1786 -7.1631 -0.344 0.678 0.222
H 3.4584 2.6643 3.1864 0.224 -0.266 0.113
H -2.1284 0.9193 -5.6729 -0.117 -0.336 0.092
H 6.3692 -1.8021 -7.1652 -0.154 -0.194 0.111
H 1.6910 -0.8869 -5.8897 0.382 0.018 0.208
H 3.9032 -2.4805 2.4726 -0.302 -0.039 -0.488
H 6.2624 -3.5676 -7.0646 -0.360 0.141 0.460
H 1.4288 -3.5889 -5.8416 -0.173 1.023 0.586
H 3.6498 -4.2011 -8.4195 0.020 0.198 0.710
H 3.8841 -0.0435 -4.0509 -1.113 -0.650 -0.661
H 2.5350 -3.0172 -4.4066 -0.148 -2.526 -1.207
H 4.9893 -2.2239 -4.3558 -0.669 0.525 -0.288
H -2.0101 3.6382 -0.9941 0.107 -1.131 -0.247
H 1.9137 4.2276 2.1169 -0.274 0.235 -0.084
H 2.8192 -2.4327 1.0895 0.381 -0.052 0.412
H -1.7738 1.8896 -1.3881 0.316 1.120 0.694
H -0.5691 -1.5927 -5.7342 0.034 -0.192 -0.170
H 5.6106 -0.9232 -5.2810 0.156 -0.161 -0.554
```
Forces are in eV/Å.



(3)
Formula: C18H23F3O4
Source: the Open Molecules 2025 dataset
Level of theory: ωB97M-V with the def2-TZVPD basis set

Calculated values
- HOMO: -9.124 eV
- Calculated total energy: -35380.9446 eV
- Frontier orbital gap: 9.6 eV

Geometry as XYZ:
```
48
Properties=species:S:1:pos:R:3:forces:R:3
F -17.5269 4.0688 -0.3106 -0.428 0.561 -0.449
F -16.8090 -2.0807 2.4013 -0.155 -1.529 -0.189
F -16.4278 4.0039 4.0973 -0.198 0.824 -0.113
O -14.3512 -1.8433 4.1143 1.244 -1.605 -0.039
O -14.4138 -5.0569 6.2685 0.351 -0.591 -0.646
O -14.1971 -2.3043 6.7503 -0.878 -0.804 0.718
O -14.6107 -4.5448 3.6122 -0.728 0.399 0.366
C -17.2599 1.7687 -0.2027 -1.517 -1.702 0.230
C -16.7505 3.0070 -0.1193 2.155 0.643 1.079
C -17.4000 0.6840 4.9278 2.641 0.047 1.917
C -20.0189 -3.1413 1.2283 0.922 -0.653 0.412
C -16.2858 0.3544 5.8107 -1.656 1.395 -1.778
C -15.2092 0.8660 0.6319 -0.817 -1.322 0.191
C -15.2146 1.2379 5.9717 -0.663 -0.504 0.285
C -17.7960 -3.0051 2.0191 0.480 4.212 0.251
C -18.9185 -2.3314 1.5984 -2.014 -1.313 -0.404
C -15.2318 2.4942 5.3891 -1.246 0.545 0.133
C -14.6657 2.1421 0.6667 -0.275 0.167 0.284
C -17.4297 1.9710 4.4278 -0.490 -1.293 -0.574
C -17.6930 -4.3191 2.2063 -0.888 -2.114 0.167
C -16.4142 2.8192 4.7199 2.171 0.442 -0.243
C -16.5403 0.6533 0.2366 0.721 0.196 -0.303
C -15.4343 3.2176 0.3387 -1.816 1.721 -0.847
C -19.9688 -4.5585 1.3189 2.476 2.537 1.484
C -18.8068 -5.1053 1.9279 -2.470 -1.515 -1.366
H -16.8617 -4.7642 2.6531 1.399 -0.396 0.570
H -13.9037 -4.8016 3.0216 0.197 0.348 -0.096
H -14.9750 -2.1592 7.3377 0.930 -0.163 -0.634
H -14.8913 -1.1386 3.8464 -1.268 1.470 -0.603
H -14.4941 3.2955 5.5055 -0.062 -0.655 -0.032
H -18.3060 1.6728 -0.4542 -0.120 -0.081 -0.210
H -20.9673 -2.7199 0.9840 -0.379 0.544 -0.351
H -14.1920 -3.2979 6.6097 0.045 0.817 0.218
H -18.9539 -6.2187 2.1121 1.164 1.527 0.007
H -16.3256 -0.5509 6.3580 0.191 -0.857 0.179
H -14.7406 -5.0232 5.3356 0.182 0.166 0.386
H -15.1696 4.2887 0.4492 0.307 -0.951 -0.012
H -13.6418 -5.6437 6.1476 -0.423 0.466 0.423
H -14.4150 0.9074 6.6053 0.446 0.062 0.132
H -14.6214 -3.5550 3.7544 0.417 -0.544 -0.511
H -18.0930 2.2657 3.6407 -0.616 0.200 -0.032
H -13.7162 2.4051 1.0654 0.883 -0.511 0.209
H -20.8560 -5.0827 1.1232 -0.777 -0.973 -0.266
H -18.0984 -0.0748 4.6540 -0.518 -0.215 -0.002
H -14.2636 -1.7855 5.0765 -0.025 0.020 0.461
H -17.0219 -0.3520 0.2498 0.639 0.963 0.004
H -19.0139 -1.2536 1.7150 0.222 -0.260 -0.322
H -14.6749 -0.0091 0.9932 0.244 0.280 -0.084
```
Forces are in eV/Å.



(4)
Formula: C18H23FN6O
Source: the Open Molecules 2025 dataset
Level of theory: ωB97M-V with the def2-TZVPD basis set

Calculated values
- ΔE to the lowest compared entry with this formula, charge and spin: 82.9 kcal/mol
- HOMO: -7.536 eV
- Calculated total energy: -32741.6573 eV
- Frontier orbital gap: 8.2 eV

Geometry as XYZ:
```
49
Properties=species:S:1:pos:R:3:forces:R:3
F -4.2204 -0.8911 -6.1245 -0.613 -0.128 0.028
O 0.6878 1.5107 3.3211 -1.249 -0.879 1.755
N 2.1690 3.4698 4.5052 -0.113 -0.702 -1.643
N -1.0771 -4.0152 0.0890 1.061 -1.634 -0.406
N -0.1612 -1.2583 -0.9527 2.112 -1.080 1.216
N 3.1302 2.1220 0.8203 3.349 2.034 -0.924
N 3.5975 3.6023 2.6728 0.031 -1.197 -2.104
N 1.3670 0.7463 0.5448 0.261 -1.616 -0.910
C -4.0660 -1.2635 -3.7717 0.320 0.376 -2.712
C 3.8628 3.0941 1.4366 -0.599 -0.719 0.536
C -1.3082 -1.2815 -4.0340 -0.872 0.008 1.277
C 2.5365 2.9928 3.2189 -0.636 -0.140 0.815
C -3.2847 -1.5035 -2.7068 1.972 -1.044 3.605
C 1.2535 -0.9835 -1.3900 -1.452 1.395 -0.180
C -0.0093 0.4536 0.8695 -0.145 -3.030 -1.819
C 1.7660 1.9599 2.6360 0.571 1.602 1.162
C 2.0109 0.2865 -0.7253 -4.046 0.544 -1.437
C 0.3901 1.9482 4.6825 0.367 1.019 1.064
C -2.1388 -0.9617 -5.1001 -0.399 -1.302 1.637
C 1.6530 2.5193 5.4587 0.068 -0.379 -0.470
C -3.5007 -1.1114 -5.0211 2.109 1.010 0.257
C 2.0657 1.5489 1.3243 0.541 1.878 2.092
C -0.7302 -0.0591 -0.4321 0.377 -0.244 0.667
C -0.9993 -2.2526 -1.6917 1.018 0.984 1.551
C -1.8135 -3.0809 -0.6752 -2.475 2.284 -0.714
C -1.8328 -1.6232 -2.7590 -1.918 0.279 -2.643
H 2.4088 1.6987 5.6784 -0.906 0.582 -0.317
H 1.4995 3.0525 6.4543 -0.516 -0.804 -1.408
H -3.7608 -1.6827 -1.6966 0.461 0.314 -1.327
H 3.0487 0.0889 -0.6845 0.891 -0.135 0.637
H -1.7470 -0.2275 -0.1675 -0.988 -0.220 0.292
H -0.3040 -3.0002 -2.1150 -0.120 0.520 -0.196
H -2.4255 -2.3968 0.0239 1.055 -0.648 -0.908
H 2.8198 4.1514 4.7801 0.915 0.768 0.702
H 1.8864 -1.8250 -1.2827 0.389 -1.123 0.243
H -5.0717 -1.0758 -3.9269 -2.401 -0.145 1.289
H -0.5735 1.2897 1.1571 -0.317 1.402 0.720
H -0.2686 -1.2292 -4.3123 0.417 -0.295 0.608
H -0.1196 -3.6514 0.2649 -0.905 -0.383 -0.162
H -2.6195 -3.4844 -1.3420 0.680 -0.673 0.969
H -1.0193 -4.8981 -0.4668 0.333 0.963 0.887
H -0.0517 1.1741 5.3092 0.200 -0.798 -0.700
H 1.1293 -0.7745 -2.4559 0.771 0.214 -0.239
H -0.0439 -0.3465 1.6613 -0.324 0.727 -0.759
H -1.6037 -0.8202 -5.9532 0.761 0.718 -2.752
H 1.8498 1.1359 -1.4464 0.527 -0.768 0.500
H -0.7520 0.6595 -1.2381 0.049 1.124 -0.088
H -0.4207 2.7096 4.6486 0.827 -0.093 -0.261
H 4.7916 3.4831 0.9146 -1.442 -0.567 0.569
```
Forces are in eV/Å.



Which formula does entry 1 have? C18H23ClN4O2Se2Ti